Entry 1:
C29H33IrN3O4PS2SbSe4 | ωB97M-V/def2-TZVPD

Geometry as XYZ:
```
78
Properties=species:S:1:pos:R:3:forces:R:3
Ir -1.285 0.074 0.204 -0.5882 -0.3891 0.3129
C -1.331 -4.335 0.710 -0.0220 0.1397 0.2843
O -1.535 -3.619 1.987 -0.0953 -0.2900 -0.3764
C -1.497 -2.351 1.665 -0.0182 0.3584 0.6424
N -1.447 -2.011 0.427 0.4164 0.0867 -0.2754
C -1.569 -3.267 -0.370 -0.0623 0.1322 0.2233
C -0.660 -3.489 -1.545 -0.0325 0.1605 -0.0872
C -0.972 -4.552 -2.392 -0.1097 -0.1264 -0.1080
C -0.156 -4.866 -3.465 -0.0774 -0.0661 0.0359
C 0.991 -4.120 -3.705 0.0660 0.1335 0.0643
C 1.314 -3.066 -2.852 -0.0645 -0.0031 0.0040
C 0.482 -2.747 -1.777 0.1076 -0.1478 -0.0714
C -1.644 -1.311 2.726 -0.0200 -0.1402 -0.7417
C -1.718 -1.458 4.092 0.0081 -0.0652 0.2878
C -1.945 -0.316 4.856 -0.0145 -0.0393 -0.0219
C -2.074 0.935 4.255 -0.0400 0.0673 0.2322
C -1.961 1.003 2.885 0.0981 0.2135 -0.5564
N -1.770 -0.107 2.168 0.0629 -0.0464 -0.1357
C -1.950 2.193 1.990 0.0164 -0.3859 0.4208
N -1.719 2.039 0.735 0.1244 -0.0888 0.1211
C -1.672 3.363 0.093 -0.1030 -0.0569 0.1760
C -2.020 4.302 1.280 -0.0078 -0.2453 0.1178
O -2.132 3.407 2.454 0.0375 0.3508 -0.3083
C -2.615 3.493 -1.075 -0.0405 -0.0340 -0.0351
C -3.665 2.603 -1.265 -0.0979 0.0855 -0.0933
C -4.546 2.781 -2.325 0.0096 0.0273 0.0418
C -4.389 3.855 -3.187 0.0136 0.0449 0.0163
C -3.344 4.752 -2.995 0.0061 -0.0161 0.0297
C -2.453 4.565 -1.948 0.0031 0.0116 -0.0653
H -2.032 -5.162 0.675 -0.0583 -0.0193 0.0594
H -0.307 -4.694 0.703 0.1019 0.0125 0.0504
H -2.602 -3.282 -0.722 -0.0724 -0.0529 -0.0848
H -1.868 -5.141 -2.214 0.0446 0.0840 -0.0421
H -0.412 -5.696 -4.112 0.0003 0.0585 0.0205
H 1.637 -4.367 -4.539 -0.0060 0.0056 0.0586
H 2.235 -2.514 -2.987 -0.0269 0.0117 -0.0217
H 0.766 -1.964 -1.098 0.0369 0.0642 0.0236
H -1.595 -2.435 4.540 -0.0334 0.0604 0.0009
H -2.023 -0.400 5.931 0.0226 0.0045 -0.0120
H -2.249 1.833 4.833 0.0284 -0.0553 0.0016
H -0.650 3.525 -0.248 0.1255 0.0168 0.0034
H -2.978 4.793 1.151 -0.1107 -0.0134 0.0361
H -1.252 5.035 1.497 0.0671 -0.0178 0.0790
H -3.802 1.769 -0.589 -0.0059 -0.0527 0.0111
H -5.357 2.079 -2.472 0.0351 0.0074 -0.0005
H -5.078 3.994 -4.011 0.0290 0.0033 0.0407
H -3.222 5.596 -3.663 0.0054 -0.0542 0.0202
H -1.628 5.260 -1.808 -0.0615 -0.0600 -0.0195
C 5.100 -0.534 -1.146 0.0902 -0.0330 -0.0663
C 3.659 -0.159 -1.414 -0.0632 -0.0014 0.2632
C 3.391 1.326 -1.278 0.0065 0.0197 0.0040
O 2.775 -0.982 -0.581 -0.0366 0.0049 -0.0319
P 2.340 -0.829 0.940 0.1737 0.2722 -0.0762
S 1.715 -2.510 1.639 -0.0855 -0.4379 0.1383
S 0.978 0.693 1.108 -0.1651 0.3729 -0.1144
O 3.674 -0.260 1.575 0.1636 0.1327 0.1027
C 3.986 0.275 2.900 -0.1461 -0.0794 -0.1844
C 3.848 1.782 2.863 -0.0352 0.0915 0.0147
C 3.185 -0.371 4.007 -0.0650 -0.0111 0.0584
H 5.740 -0.046 -1.885 -0.0234 -0.0339 0.0411
H 5.237 -1.612 -1.227 -0.0074 0.0319 0.0040
H 5.407 -0.216 -0.151 0.0071 0.0101 -0.0127
H 3.386 -0.478 -2.418 -0.0521 -0.0170 -0.0871
H 3.630 1.679 -0.274 0.0148 0.0006 -0.0417
H 2.349 1.563 -1.487 -0.0098 -0.0069 -0.0081
H 4.019 1.861 -1.994 -0.0133 -0.0378 0.0408
H 5.035 0.015 3.018 0.0932 -0.0540 0.0030
H 2.804 2.071 2.727 0.0447 -0.0057 0.0238
H 4.438 2.206 2.049 -0.0092 -0.0236 0.0408
H 4.207 2.202 3.805 -0.0074 -0.0086 -0.0532
H 2.118 -0.163 3.893 0.0370 0.0214 0.0111
H 3.524 0.048 4.957 -0.0364 -0.0456 -0.0163
H 3.322 -1.452 4.026 0.0145 0.0412 -0.0111
Se 0.252 -1.325 -5.297 0.0933 0.0099 0.0162
Sb -1.723 -0.608 -3.970 -0.0927 -0.2598 0.2668
Se -3.551 -2.062 -3.655 -0.1069 0.0176 0.1169
Se -2.522 1.341 -5.272 -0.0314 0.1303 -0.1257
Se -0.624 0.564 -1.953 0.5507 0.2242 -0.6762
```
Forces are in eV/Å.

Its charge is +1. As for the total energy: -344987.0973 eV. Its expectation value of S² is 6.0208. The highest occupied orbital energy (spin up / spin down) is -9.9630 / -10.3061 eV. Its spin multiplicity is 5.

Entry 2:
C6H12O | ωB97M-V/def2-TZVPD

Geometry as XYZ:
```
19
Properties=species:S:1:pos:R:3:forces:R:3
C -2.119 0.264 -0.877 0.4568 0.0664 -1.4191
C -0.733 0.539 -0.528 0.4884 -0.0001 0.8861
C 0.247 -0.372 -0.362 0.0445 0.1685 -0.2156
C -0.030 -1.808 -0.460 -0.1170 -0.0484 -0.0300
O -1.087 -2.319 -0.798 0.4846 0.1189 0.1812
C 1.653 0.105 -0.125 0.2606 -0.0057 -0.0714
C 1.798 0.984 1.119 0.0478 0.0350 0.0636
H -1.534 0.322 -1.889 -2.4992 -0.2213 -0.2668
H -2.859 1.059 -0.715 0.5864 -0.0846 -0.2935
H -2.515 -0.739 -0.714 0.3349 0.3412 -0.1676
H -0.504 1.602 -0.558 0.2914 -0.0602 0.2267
H 0.833 -2.463 -0.216 -0.0232 0.0600 -0.0168
H 1.983 0.664 -1.009 0.1256 -0.0515 0.1186
H 2.314 -0.764 -0.043 0.0105 0.0949 -0.0062
H 2.825 1.349 1.219 -0.1157 -0.0508 0.0395
H 1.139 1.858 1.069 0.1190 -0.1550 -0.0144
H 1.536 0.429 2.026 0.0546 0.0639 -0.1258
H -1.114 -0.443 1.472 -0.4318 -0.0187 0.4961
H -1.832 -0.267 1.389 -0.1182 -0.2525 0.6154
```
Forces are in eV/Å.

As for the total energy: -8461.0245 eV. The energy above the lowest of the compared OMol25 structures with the same formula, charge and spin is 76.8 kcal/mol. The highest occupied orbital energy is -8.9140 eV. Its SMILES is C/C=C(\C=O)CC.[H][H].